[1]
Density functional theory data (the ωB97M-V functional and the def2-TZVPD basis) for a molecular structure, C2H2LiO2 at a distorted geometry.

Output
HOMO-LUMO gap (alpha / beta) ... 6.984 / 9.066 eV
LUMO level (alpha / beta) ... -0.2801 / -0.3331 eV
Spin multiplicity ... 2
E_tot ... -235.4254 Eh
ΔE to the lowest compared entry with this formula, charge and spin ... 4.62 kcal/mol
Molar mass ... 64.977 g/mol

Cartesian coordinates (Å):
H -0.914 1.479 -0.396
O 1.066 -1.030 -0.237
C 0.208 -0.230 -0.734
C -0.647 0.521 0.131
O -0.478 0.476 1.387
H -0.040 -0.275 -1.808
Li 0.804 -0.941 1.658

---

[2]
Density functional theory data (the ωB97M-V functional and the def2-TZVPD basis) for a molecular structure, C2H2LiO2Yb at a distorted geometry.

Output
Charge ... +1
HOMO-LUMO gap (alpha / beta) ... 5.250 / 5.251 eV
LUMO level (alpha / beta) ... -5.7350 / -5.7355 eV
Spin multiplicity ... 1
E_tot ... -1393.7320 Eh
ΔE to the lowest compared entry with this formula, charge and spin ... 40.99 kcal/mol
Molar mass ... 238.017 g/mol

Cartesian coordinates (Å):
C 1.200 -1.386 0.686
C -0.112 -1.220 1.252
O -0.903 -0.428 0.483
O 1.374 -1.111 -0.579
H -0.230 -1.107 2.349
Yb 2.227 0.944 0.245
Li -0.566 -1.209 -1.226
H 0.522 -2.401 1.551

---

[3]
Density functional theory data (the ωB97M-V functional and the def2-TZVPD basis) for a molecular structure, C2H2LiO2Yb at a distorted geometry.

Output
Charge ... +1
HOMO-LUMO gap (alpha / beta) ... 6.207 / 7.636 eV
LUMO level (alpha / beta) ... -3.7781 / -5.3581 eV
Spin multiplicity ... 3
E_tot ... -1393.8374 Eh
Molar mass ... 238.017 g/mol

Cartesian coordinates (Å):
C 0.787 -0.538 0.826
C 0.203 0.534 0.230
O -0.698 0.337 -0.788
O 0.623 -1.779 0.398
H 1.744 -0.258 1.329
Yb -2.236 1.715 -1.787
Li -0.728 -1.555 -0.850
H 0.305 1.544 0.641

---

[4]
Density functional theory data (the ωB97M-V functional and the def2-TZVPD basis) for a single C2H2N2 molecule at a distorted geometry.

Output
HOMO-LUMO gap (alpha / beta) ... 7.669 / 8.016 eV
LUMO level (alpha / beta) ... -0.2648 / -0.0916 eV
Spin multiplicity ... 1
E_tot ... -186.6830 Eh
ΔE to the lowest compared entry with this formula, charge and spin ... 121.80 kcal/mol
Molar mass ... 54.052 g/mol

Cartesian coordinates (Å):
C -1.525 -0.352 0.011
C 1.522 -0.381 0.036
N -0.614 0.435 0.057
N 0.609 0.425 -0.040
H -2.641 -0.192 -0.064
H 2.637 -0.027 -0.034

---

[5]
Density functional theory data (the ωB97M-V functional and the def2-TZVPD basis) for a single C2H2N2O molecule at a distorted geometry.

Output
SMILES ... N#CN1CO1
HOMO-LUMO gap ... 11.392 eV
LUMO level ... 0.6902 eV
Spin multiplicity ... 1
E_tot ... -262.0189 Eh
ΔE to the lowest compared entry with this formula, charge and spin ... 90.97 kcal/mol
Molar mass ... 70.051 g/mol

Cartesian coordinates (Å):
N -3.584 -0.587 -0.169
C -2.575 -0.082 0.013
N -1.541 0.569 0.546
C -0.110 0.329 0.026
O -0.825 1.433 -0.340
H 0.606 0.337 0.847
H -0.148 -0.399 -0.761

---

[6]
Density functional theory data (the ωB97M-V functional and the def2-TZVPD basis) for a single C2H2N2O molecule at a distorted geometry.

Output
HOMO-LUMO gap ... 8.710 eV
LUMO level ... -0.5911 eV
Spin multiplicity ... 1
E_tot ... -262.0692 Eh
ΔE to the lowest compared entry with this formula, charge and spin ... 59.46 kcal/mol
Molar mass ... 70.051 g/mol

Cartesian coordinates (Å):
O 0.675 1.769 0.211
C -0.336 1.108 0.049
C -0.328 -0.357 0.055
N 0.839 -0.992 0.101
N 1.391 -1.962 -0.057
H -1.296 1.643 -0.099
H -0.945 -1.209 -0.259